(1)
{
  "formula": "C6H13NO",
  "method": "wB97M-V/def2-TZVPD",
  "elements": ["C", "C", "C", "C", "C", "N", "C", "H", "H", "H", "H", "H", "H", "H", "H", "H", "H", "H", "O", "H", "H"],
  "coordinates": [[-2.810, -2.082, 1.343], [-1.610, -2.065, 0.413], [-1.385, -2.078, -0.911], [-0.342, -1.510, -1.752], [0.636, -0.840, -1.145], [1.792, -0.429, -1.858], [2.564, 0.586, -1.117], [-3.794, -2.285, 0.880], [-2.519, -2.976, 1.932], [-2.734, -1.314, 2.109], [-0.860, -1.520, 1.051], [-2.126, -2.687, -1.455], [-0.689, -1.446, -2.763], [0.844, -1.014, -0.105], [1.641, -0.060, -2.788], [2.961, 1.285, -1.854], [3.523, 0.100, -0.707], [2.020, 1.074, -0.296], [0.978, 6.602, 3.323], [1.515, 6.796, 2.547], [0.395, 5.862, 3.152]],
  "lowdin_charge": [-0.1141, -0.1898, -0.1586, -0.1102, -0.1592, -0.0928, -0.1339, 0.0770, 0.0713, 0.0651, 0.0958, 0.1017, 0.0956, 0.1103, 0.1082, 0.0664, 0.0930, 0.0741, -0.0604, 0.0332, 0.0272],
  "total_energy_ev": -9967.5610,
  "e_homo_ev": -7.40,
  "smiles": "C/C=C/C=C/NC.O",
  "lumo_energy_ev": 0.7,
  "relative_energy_kcal_mol": 83.33,
  "fmax_ha_per_bohr": 0.0715
}

---

(2)
{
  "formula": "C6H13NO",
  "method": "wB97M-V/def2-TZVPD",
  "elements": ["C", "C", "C", "C", "C", "C", "N", "H", "H", "H", "H", "H", "H", "H", "H", "H", "H", "H", "O", "H", "H"],
  "coordinates": [[1.669, 3.251, 1.189], [1.298, 1.935, 0.613], [1.398, 0.730, 1.156], [0.844, -0.569, 0.620], [-0.381, -0.517, -0.284], [-1.558, 0.021, 0.016], [-2.641, 0.083, -0.845], [1.706, 3.988, 0.384], [0.994, 3.688, 1.929], [2.666, 3.315, 1.632], [0.753, 1.938, -0.330], [1.675, 0.598, 2.203], [1.560, -1.116, 0.005], [0.704, -1.232, 1.466], [-0.210, -1.035, -1.221], [-1.716, 0.453, 0.998], [-3.546, 0.033, -0.417], [-2.535, -0.141, -1.795], [-0.461, -4.083, -1.843], [0.180, -4.065, -1.144], [-0.053, -3.504, -2.492]],
  "lowdin_charge": [-0.1156, -0.1778, -0.1291, -0.2167, -0.1428, -0.2188, 0.0491, 0.0646, 0.0733, 0.0725, 0.1016, 0.1029, 0.0958, 0.0956, 0.0831, 0.1215, 0.0774, 0.0667, -0.0492, 0.0174, 0.0286],
  "total_energy_ev": -9968.7783,
  "e_homo_ev": -7.86,
  "smiles": "C/C=C/C/C=C/N.O",
  "lumo_energy_ev": 0.9,
  "relative_energy_kcal_mol": 55.25,
  "fmax_ha_per_bohr": 0.0344
}

---

(3)
{
  "formula": "C6H13NO",
  "method": "wB97M-V/def2-TZVPD",
  "elements": ["C", "N", "C", "C", "C", "C", "C", "O", "H", "H", "H", "H", "H", "H", "H", "H", "H", "H", "H", "H", "H"],
  "coordinates": [[2.942, 0.610, -0.106], [1.830, 0.076, 0.655], [0.739, -0.559, 0.018], [-0.311, 0.356, -0.697], [-1.727, -0.252, -0.680], [-2.757, 0.564, 0.126], [0.128, -1.486, 1.066], [0.470, -2.633, 1.113], [3.126, 1.676, 0.049], [2.887, 0.393, -1.169], [3.881, 0.170, 0.268], [1.589, 0.805, 1.342], [1.137, -1.197, -0.776], [-0.353, 1.361, -0.270], [-0.073, 0.567, -1.739], [-2.004, -0.414, -1.721], [-1.775, -1.273, -0.285], [-3.613, 0.848, -0.486], [-2.333, 1.490, 0.514], [-3.189, 0.016, 0.963], [-0.594, -1.120, 1.816]],
  "lowdin_charge": [0.0011, 0.1265, -0.2616, -0.1026, -0.2252, -0.0778, -0.1876, 0.1582, 0.1195, 0.1129, 0.1299, 0.1860, 0.1710, 0.1145, 0.1266, 0.1184, 0.1036, 0.0812, 0.0695, 0.0768, 0.1592],
  "charge": 1,
  "total_energy_ev": -9960.5865,
  "e_homo_ev": [-14.83, -14.57],
  "s_squared": 0.756,
  "lumo_energy_ev": [-3.6, -8.2],
  "multiplicity": 2,
  "relative_energy_kcal_mol": 40.87,
  "fmax_ha_per_bohr": 0.0633
}

---

(4)
{
  "formula": "C6H13NO",
  "method": "wB97M-V/def2-TZVPD",
  "elements": ["C", "C", "C", "C", "C", "C", "N", "H", "H", "H", "H", "H", "H", "H", "H", "H", "H", "H", "H", "H", "O"],
  "coordinates": [[-0.678, -1.056, -0.824], [0.826, -1.060, -1.177], [1.285, 0.155, -0.444], [1.892, 1.197, -1.036], [0.261, 1.279, 1.615], [1.018, 0.341, 1.018], [-1.523, -0.017, -1.324], [-1.103, -1.945, -1.366], [-0.793, -1.105, 0.252], [1.079, -1.162, -2.225], [1.285, -1.935, -0.695], [2.273, 1.153, -2.061], [1.992, 2.138, -0.504], [0.241, 1.426, 2.672], [-0.245, 2.034, 0.996], [1.749, -0.111, 1.663], [-1.356, 0.362, -2.243], [-1.533, 0.704, -0.611], [-2.252, 0.020, 1.309], [-1.291, -0.596, 2.317], [-2.125, -0.757, 1.863]],
  "lowdin_charge": [-0.1731, -0.0779, -0.3289, 0.1146, 0.0304, -0.1373, 0.2813, 0.1876, 0.0858, 0.1327, 0.1488, 0.0891, 0.0866, 0.0750, 0.0854, 0.1205, 0.1543, 0.1158, 0.0199, 0.0305, -0.0411],
  "charge": 1,
  "total_energy_ev": -9959.3386,
  "e_homo_ev": [-14.03, -13.86],
  "s_squared": 0.757,
  "lumo_energy_ev": [-3.2, -8.8],
  "multiplicity": 2,
  "relative_energy_kcal_mol": 69.65,
  "fmax_ha_per_bohr": 0.0626
}

---

(5)
{
  "formula": "C6H13NO2",
  "method": "wB97M-V/def2-TZVPD",
  "elements": ["C", "C", "C", "C", "C", "C", "H", "H", "H", "H", "H", "H", "H", "H", "H", "H", "H", "H", "H", "N", "O", "O"],
  "coordinates": [[0.982, -0.134, -0.886], [1.702, 1.013, -0.096], [-0.370, -0.294, -0.060], [-0.093, -0.541, 1.426], [-1.338, 0.827, -0.423], [-2.678, 0.399, -0.121], [2.889, -1.284, -1.154], [1.983, -1.748, 0.043], [0.548, 0.076, -1.834], [-0.779, -1.226, -0.250], [0.422, 0.278, 2.051], [-1.007, -0.658, 1.969], [0.522, -1.449, 1.428], [-0.988, 1.832, -0.119], [-1.180, 1.127, -1.442], [-2.910, -0.873, 0.967], [-3.159, -0.237, -1.607], [-3.205, 1.566, 0.151], [2.846, -0.208, 0.543], [1.825, -1.408, -1.028], [1.374, 2.190, -0.314], [2.614, 0.754, 0.755]],
  "lowdin_charge": [-0.2159, -0.5459, -0.3556, -0.0747, -0.4129, -0.1434, 0.0968, 0.1037, 0.1240, 0.0978, 0.1163, 0.0374, 0.0738, 0.1163, 0.0984, 0.2166, 0.1838, 0.1248, 0.1280, 0.0167, 0.0709, 0.1432],
  "total_energy_ev": -12010.7124,
  "e_homo_ev": -9.77,
  "lumo_energy_ev": 0.2,
  "relative_energy_kcal_mol": 184.78,
  "fmax_ha_per_bohr": 0.1259
}

---

(6)
{
  "formula": "C6H13NO2",
  "method": "wB97M-V/def2-TZVPD",
  "elements": ["C", "C", "C", "C", "C", "C", "O", "O", "N", "H", "H", "H", "H", "H", "H", "H", "H", "H", "H", "H", "H", "H"],
  "coordinates": [[-2.162, 0.526, -0.248], [1.031, 0.240, 0.098], [-1.304, -0.384, -0.966], [1.775, 0.441, 1.417], [1.935, -0.387, -0.963], [-0.234, -0.640, 0.323], [-3.312, 0.091, 0.252], [-2.067, 1.870, -0.299], [-0.075, -1.885, 0.789], [-1.198, 2.127, -0.634], [-3.703, 0.774, 0.818], [-0.842, 0.022, 1.094], [0.701, 1.230, -0.259], [-0.298, -2.584, 0.085], [-1.804, -1.309, -1.232], [-0.821, 0.054, -1.838], [2.058, -0.528, 1.828], [1.144, 0.946, 2.151], [2.676, 1.041, 1.267], [2.799, 0.253, -1.158], [1.413, -0.542, -1.911], [2.289, -1.357, -0.614]],
  "lowdin_charge": [-0.4014, -0.4079, -0.0276, -0.0791, -0.0766, -0.5070, 0.1579, 0.1323, 0.0078, 0.1240, 0.1460, 0.1325, 0.1109, 0.0033, 0.1226, 0.1130, 0.0783, 0.0749, 0.0743, 0.0749, 0.0671, 0.0801],
  "total_energy_ev": -12014.1270,
  "e_homo_ev": [-6.57, -6.51],
  "lumo_energy_ev": [0.1, 0.1],
  "relative_energy_kcal_mol": 106.04,
  "fmax_ha_per_bohr": 0.0181
}

---

(7)
{
  "formula": "C6H13NO2",
  "method": "wB97M-V/def2-TZVPD",
  "elements": ["C", "C", "C", "C", "C", "C", "H", "H", "H", "H", "H", "H", "H", "H", "H", "H", "H", "H", "H", "N", "O", "O"],
  "coordinates": [[-2.860, 1.177, -0.203], [-2.547, -0.289, 0.368], [-1.174, -0.619, 0.542], [-0.456, -0.820, -0.649], [1.850, -0.012, -0.260], [4.125, 0.539, 0.310], [-4.145, 1.440, -0.233], [-2.434, 1.018, -1.489], [-2.636, 2.037, 0.523], [-3.190, -0.847, -0.242], [-3.091, -0.428, 1.298], [-0.592, 0.087, 1.118], [-0.818, -1.240, 1.488], [-0.570, -0.095, -1.215], [-0.603, -1.987, -1.421], [0.911, -1.948, -0.296], [4.914, 0.011, 0.918], [4.187, 1.219, -0.669], [3.404, 1.168, 0.985], [1.022, -1.073, -0.487], [1.616, 1.137, -0.473], [3.087, -0.474, 0.088]],
  "lowdin_charge": [-0.1135, -0.3133, -0.2958, -0.1949, -0.5990, -0.0394, 0.1216, 0.1620, 0.0591, 0.0811, 0.1042, 0.1228, 0.1729, 0.0058, 0.2264, 0.0395, 0.1020, 0.1342, 0.1053, 0.1110, 0.1082, -0.1001],
  "total_energy_ev": -12011.8028,
  "e_homo_ev": -9.70,
  "lumo_energy_ev": 0.9,
  "relative_energy_kcal_mol": 159.63,
  "fmax_ha_per_bohr": 0.2103
}

---

(8)
{
  "formula": "C6H13NO2",
  "method": "wB97M-V/def2-TZVPD",
  "elements": ["H", "N", "C", "C", "C", "C", "C", "O", "H", "H", "H", "H", "H", "H", "H", "H", "C", "O", "H", "H", "H", "H"],
  "coordinates": [[3.387, -0.786, -0.774], [2.572, -0.247, -1.062], [1.745, -0.033, -0.120], [1.992, -0.425, 1.320], [0.459, 0.603, -0.446], [0.289, 1.096, -1.869], [-0.230, 1.267, 0.543], [-1.222, 2.139, 0.327], [2.178, 0.459, 1.930], [1.125, -0.942, 1.730], [2.861, -1.078, 1.390], [-0.731, 0.914, -2.215], [0.506, 2.160, -1.977], [0.991, 0.575, -2.513], [-0.048, 1.137, 1.598], [-1.430, 2.156, -0.618], [-2.744, -1.644, 0.569], [-1.599, -0.841, 0.514], [-3.339, -1.301, 1.419], [-3.424, -1.508, -0.283], [-2.533, -2.711, 0.712], [-0.806, -0.990, -0.176]],
  "lowdin_charge": [0.0487, 0.1218, -0.4166, -0.0384, -0.2813, -0.0597, -0.1514, 0.0658, 0.0840, 0.0769, 0.0753, 0.0784, 0.0894, 0.0621, 0.1278, 0.1005, -0.1720, -0.1852, 0.0795, 0.0744, 0.0767, 0.1434],
  "total_energy_ev": -12016.0261,
  "e_homo_ev": -8.50,
  "smiles": "[H]/N=C(C)/C(C)=C/O.CO",
  "lumo_energy_ev": 0.7,
  "relative_energy_kcal_mol": 62.24,
  "fmax_ha_per_bohr": 0.0691
}

---

(9)
{
  "formula": "C6H13NO2S",
  "method": "wB97M-V/def2-TZVPD",
  "elements": ["C", "C", "C", "C", "C", "C", "N", "O", "O", "S", "H", "H", "H", "H", "H", "H", "H", "H", "H", "H", "H", "H", "H"],
  "coordinates": [[1.378, 0.864, -0.154], [1.301, -0.423, 0.647], [0.876, -0.387, -0.742], [0.416, 2.012, 0.243], [2.424, -1.281, 1.257], [0.416, -0.947, -1.863], [-2.830, -1.233, -0.246], [-2.315, 0.445, 1.486], [-2.916, 1.167, -0.889], [-1.988, 0.159, 0.118], [2.214, 1.380, -0.405], [0.408, -0.502, 1.399], [-0.440, 1.476, 0.618], [0.288, 2.528, -0.604], [0.909, 2.680, 1.037], [2.771, -1.805, 0.398], [2.016, -2.013, 1.983], [3.154, -0.654, 1.800], [-2.386, 1.953, -0.930], [0.271, -1.951, -1.867], [0.300, -0.216, -2.756], [-2.993, -1.815, 0.536], [-3.275, -1.436, -1.066]],
  "lowdin_charge": [-0.2257, -0.2589, -0.2922, -0.0614, -0.0488, 0.0467, -0.1194, -0.4044, -0.2551, 0.8118, 0.1014, 0.1554, -0.0250, 0.0286, 0.1190, 0.0590, 0.0778, 0.0817, 0.0214, 0.0169, 0.1055, 0.0452, 0.0205],
  "total_energy_ev": -22848.8553,
  "e_homo_ev": -9.02,
  "lumo_energy_ev": 0.7,
  "relative_energy_kcal_mol": 102.33,
  "fmax_ha_per_bohr": 0.0937
}

---

(10)
{
  "formula": "C6H13NO3S2",
  "method": "wB97M-V/def2-TZVPD",
  "elements": ["C", "C", "C", "C", "C", "C", "N", "O", "O", "O", "S", "S", "H", "H", "H", "H", "H", "H", "H", "H", "H", "H", "H", "H", "H"],
  "coordinates": [[0.400, 0.829, -0.336], [1.389, 2.893, 0.640], [-2.026, -2.911, 0.649], [0.796, 2.254, -0.574], [-1.152, -1.663, 0.567], [-1.587, -0.666, -0.555], [-0.907, 0.623, -0.551], [2.151, -2.060, -0.273], [3.589, -0.151, -0.150], [1.396, -0.041, -1.332], [1.076, 0.192, 1.147], [2.318, -0.669, -0.291], [1.553, 3.912, 0.460], [2.366, 2.554, 1.035], [0.628, 2.891, 1.382], [-2.763, -2.874, 1.420], [-2.496, -3.073, -0.264], [-1.495, -3.833, 0.715], [1.415, 2.448, -1.558], [-0.157, 2.732, -0.701], [-0.102, -1.791, 0.481], [-1.235, -1.204, 1.585], [-1.259, -1.027, -1.557], [-2.729, -0.657, -0.644], [-1.170, 1.291, -1.294]],
  "lowdin_charge": [-0.7523, -0.1624, -0.0891, -0.2239, -0.2674, -0.1644, -0.0118, -0.2800, -0.2627, -0.2614, 0.9357, 0.3363, 0.0595, 0.0845, 0.0669, 0.0684, 0.0436, 0.0684, 0.1739, 0.1008, 0.0137, 0.0986, 0.1286, 0.1430, 0.1534],
  "total_energy_ev": -35733.2900,
  "e_homo_ev": -9.37,
  "lumo_energy_ev": 0.6,
  "relative_energy_kcal_mol": 27.93,
  "fmax_ha_per_bohr": 0.0750
}

---

(11)
{
  "formula": "C6H13NO4S",
  "method": "wB97M-V/def2-TZVPD",
  "elements": ["O", "S", "O", "O", "C", "C", "N", "C", "C", "O", "C", "C", "H", "H", "H", "H", "H", "H", "H", "H", "H", "H", "H", "H", "H"],
  "coordinates": [[-2.950, -0.732, 1.441], [-2.410, -0.177, 0.154], [-3.061, -0.789, -1.057], [-2.782, 1.377, 0.118], [-0.623, -0.161, 0.126], [0.133, 0.619, -0.983], [1.600, 0.642, -0.909], [2.314, 1.427, 0.020], [2.719, 0.670, 1.249], [3.380, -0.565, 0.716], [2.506, -1.533, 0.080], [2.210, -0.708, -1.226], [-3.656, 1.482, -0.357], [-0.337, -1.262, 0.006], [-0.249, 0.154, 1.199], [-0.325, 0.263, -1.907], [-0.115, 1.745, -0.888], [3.338, 1.760, -0.399], [1.816, 2.461, 0.215], [1.852, 0.343, 1.911], [3.458, 1.115, 1.863], [1.531, -1.816, 0.652], [3.155, -2.426, -0.092], [3.114, -0.394, -1.750], [1.521, -1.292, -1.885]],
  "lowdin_charge": [-0.3297, 0.6686, -0.3402, -0.1907, -0.2427, -0.2112, -0.1728, -0.2218, -0.1492, -0.1906, -0.1573, -0.1245, 0.1290, 0.1127, 0.1378, 0.1176, 0.1412, 0.1459, 0.1547, 0.1243, 0.1033, 0.1270, 0.1259, 0.1179, 0.1248],
  "total_energy_ev": -26945.2737,
  "e_homo_ev": -8.78,
  "smiles": "O=S(=O)(O)CCN1CCOCC1",
  "lumo_energy_ev": 0.5,
  "relative_energy_kcal_mol": 55.48,
  "fmax_ha_per_bohr": 0.1081
}

---

(12)
{
  "formula": "C6H13NO5",
  "method": "wB97M-V/def2-TZVPD",
  "elements": ["C", "C", "C", "C", "C", "C", "H", "H", "H", "H", "H", "H", "H", "H", "H", "H", "H", "H", "H", "N", "O", "O", "O", "O", "O"],
  "coordinates": [[0.335, 2.165, -0.303], [-0.528, 0.950, -0.892], [0.917, -0.876, -1.321], [0.717, -1.676, 0.054], [-0.691, -1.366, 0.615], [-1.024, 0.179, 0.336], [-0.046, 3.133, 1.787], [0.944, 2.464, -1.216], [1.268, 2.167, 0.274], [-1.431, 1.195, -1.567], [0.256, 0.598, -2.639], [0.604, -1.738, -1.889], [2.591, 0.040, -0.526], [0.999, -2.593, -0.196], [1.251, -1.721, 2.054], [-1.621, -1.717, 0.124], [-1.798, -1.647, 1.950], [-0.524, 0.618, 1.143], [-3.114, 0.639, -0.235], [0.134, 0.162, -1.778], [-0.501, 3.103, 0.236], [2.477, -0.614, -1.421], [1.357, -1.092, 1.150], [-0.709, -1.655, 2.066], [-2.459, 0.405, 0.774]],
  "lowdin_charge": [-0.3411, -0.2833, -0.2501, -0.2396, -0.2544, -0.2420, 0.3484, 0.1210, 0.1120, 0.1792, 0.1282, 0.1375, 0.1603, 0.1002, 0.2166, 0.1467, 0.1837, 0.0975, 0.2431, 0.0108, -0.1366, -0.1179, -0.0828, -0.0908, -0.1466],
  "total_energy_ev": -18149.8483,
  "e_homo_ev": -8.83,
  "lumo_energy_ev": -1.3,
  "relative_energy_kcal_mol": 233.48,
  "fmax_ha_per_bohr": 0.1455
}

---

What is the formula in the second record?
C6H13NO